Formula: C16H10BeN3O6
Source: the OMol25 dataset
Level of theory: the ωB97M-V functional and the def2-TZVPD basis

Geometry (Å):
Be  -0.17544  0.32193  -0.68381
O  -4.02976  3.96806  1.72589
C  -3.22099  3.02596  1.17277
C  -2.37003  3.32143  0.11164
C  -1.56844  2.31079  -0.34883
N  -1.56913  1.06456  0.16323
C  -2.44575  0.76136  1.12076
C  -3.26505  1.73841  1.67212
C  -2.67920  -0.71117  1.53827
O  -2.82988  -0.90238  2.75903
O  -2.82470  -1.47207  0.55565
C  -0.68777  2.46376  -1.58291
O  -0.56806  3.55159  -2.12455
O  -0.20964  1.31987  -1.96145
H  -3.89455  4.79688  1.25765
H  -2.31902  4.29124  -0.36992
H  -3.93148  1.45632  2.47615
O  1.12157  0.62569  0.19040
C  2.19652  -0.09013  0.24130
C  3.38396  0.42956  0.79879
C  4.51936  -0.34160  0.89235
C  4.54268  -1.66382  0.44093
C  3.39847  -2.19497  -0.11754
C  2.23038  -1.44008  -0.23258
C  1.02739  -1.99468  -0.84366
N  -0.12920  -1.37671  -1.07007
C  -0.97308  -2.27312  -1.69790
C  -0.33089  -3.45106  -1.84995
N  0.92810  -3.25930  -1.30557
H  3.36295  1.45527  1.14872
H  5.41660  0.08720  1.32543
H  5.44121  -2.26180  0.52808
H  3.42620  -3.22182  -0.46694
H  -1.98946  -2.00339  -1.93582
H  -0.64651  -4.39456  -2.26136
H  1.66265  -3.93723  -1.26630

Properties
LUMO level (eV): 2.65
Relative energy (zero: lowest compared OMol25 entry of this formula, charge and spin) (eV): 0.000
HOMO-LUMO gap (eV): 7.854
Total charge: -1
E (hartree): -1246.51677

Atom charges from the Löwdin analysis, given in e for atoms 1 to 6:
1 Be 0.1221
2 O 0.0648
3 C -0.2891
4 C 0.0554
5 C -0.1377
6 N 0.1639